A structure of composition C21H23ClO2PSYb. Source: OMol25; level of theory: wB97M-V/def2-TZVPD.

The value obtained for the lowest unoccupied orbital energy (spin up / spin down) is -7.174 / -8.481 eV. Its spin multiplicity is 2. Its total charge is +2. The value obtained for the strongest force on any atom is 0.079 hartree/bohr. As for the HOMO-LUMO gap (spin up / spin down): 7.166 / 5.860 eV. As for the expectation value of S²: 0.751.

Atoms and positions in Å:
Yb 0.120 1.626 0.050
Cl -0.043 2.555 2.282
C -0.406 -0.463 1.270
O -0.565 -1.345 1.994
P -2.426 -0.027 -0.434
C -2.946 -1.498 -1.397
C -3.544 -0.142 1.012
C -3.134 1.364 -1.371
C -3.917 1.021 1.706
C -4.662 0.939 2.879
C -4.993 -0.300 3.427
C -4.551 -1.468 2.790
C -3.828 -1.391 1.593
H -3.645 1.992 1.300
H -4.990 1.858 3.366
H -5.576 -0.361 4.351
H -4.783 -2.444 3.226
H -3.506 -2.316 1.106
C -2.114 -2.636 -1.379
C -2.469 -3.760 -2.134
C -3.648 -3.782 -2.888
C -4.480 -2.661 -2.887
C -4.126 -1.525 -2.156
H -1.197 -2.639 -0.775
H -1.818 -4.633 -2.110
H -3.913 -4.669 -3.472
H -5.409 -2.668 -3.456
H -4.774 -0.653 -2.191
C -4.515 1.633 -1.367
C -5.017 2.736 -2.064
C -4.139 3.609 -2.719
C -2.763 3.330 -2.720
C -2.259 2.179 -2.115
H -5.213 0.975 -0.837
H -6.097 2.915 -2.090
H -4.527 4.495 -3.233
H -2.073 4.019 -3.208
H -1.200 1.886 -2.227
H 1.278 -1.236 -2.977
H 0.799 -1.655 -3.376
C 4.616 0.075 0.389
S 2.971 -0.229 1.038
C 3.114 0.749 2.541
O 2.020 0.635 0.158
H 5.283 -0.533 0.996
H 4.880 1.133 0.483
H 4.679 -0.267 -0.654
H 3.956 1.442 2.423
H 2.176 1.305 2.694
H 3.312 0.053 3.365